# C36H46As4BrNOTc

A molecular structure, C36H46As4BrNOTc (ωB97M-V/def2-TZVPD, the OMol25 dataset).

## Properties
Frontier orbital gap (spin up / spin down) in eV: 5.79 / 2.95
Charge: +4
HOMO level (spin up / spin down) in eV: -17.405 / -17.405
Spin multiplicity: 2
<S²>: 0.79
Strongest force on any atom in hartree/bohr: 0.015
E in eV: -357169.6547

CARTESIAN COORDINATES (ANGSTROEM)
Tc: 0.266 0.259 -0.533
C: 0.523 -0.947 5.163
C: 1.195 -0.653 3.859
C: 2.588 -0.690 3.729
C: 3.192 -0.457 2.499
C: 2.351 -0.187 1.447
Br: 2.951 0.100 -0.351
N: 1.027 -0.137 1.517
C: 0.459 -0.369 2.717
H: 0.630 -2.003 5.416
H: -0.542 -0.723 5.126
H: 0.977 -0.379 5.975
H: 3.205 -0.915 4.591
H: 4.266 -0.494 2.371
H: -0.625 -0.350 2.739
C: 0.822 -3.289 -0.356
As: -0.657 -2.072 -0.697
C: -1.915 -2.591 0.680
C: -1.568 -2.628 -2.331
C: -0.923 -2.456 -3.714
C: -1.876 -3.181 -4.687
C: -0.937 -0.983 -4.128
As: -0.200 0.415 -2.944
C: -1.868 1.510 -2.879
C: 0.963 1.517 -4.043
C: 0.464 -3.106 -3.854
As: 2.053 -1.966 -3.546
C: 2.503 -1.551 -5.404
C: 3.378 -3.371 -3.262
H: 1.717 -2.994 -0.893
H: 0.520 -4.291 -0.658
H: 1.017 -3.290 0.717
H: -2.142 -3.652 0.585
H: -2.838 -2.021 0.584
H: -1.469 -2.416 1.657
H: -2.528 -2.102 -2.313
H: -1.788 -3.685 -2.167
H: -2.907 -2.839 -4.576
H: -1.853 -4.257 -4.510
H: -1.569 -3.009 -5.720
H: -1.982 -0.692 -4.262
H: -0.460 -0.854 -5.099
H: -1.912 2.292 -3.632
H: -1.868 3.128 -1.675
H: -2.742 0.869 -2.948
H: 0.536 1.663 -5.034
H: 1.935 1.041 -4.137
H: 1.083 2.484 -3.554
H: 0.570 -3.480 -4.875
H: 0.529 -3.985 -3.211
H: 1.735 -0.940 -5.874
H: 2.609 -2.479 -5.967
H: 3.446 -1.008 -5.439
H: 3.311 -3.801 -2.265
H: 4.370 -2.941 -3.390
H: 3.237 -4.158 -4.001
C: -2.280 6.966 -0.943
C: -3.224 6.449 -0.064
C: -3.017 5.215 0.536
C: -1.852 4.510 0.240
C: -0.892 5.025 -0.643
C: -1.116 6.258 -1.233
As: -1.496 2.809 1.037
C: -2.864 2.339 2.304
C: -4.171 1.991 2.087
C: -5.008 1.784 3.201
C: -4.532 1.931 4.504
C: -3.215 2.278 4.727
C: -2.346 2.483 3.631
C: -0.955 2.836 3.733
C: -0.261 3.061 4.942
C: 1.071 3.420 4.910
C: 1.732 3.560 3.689
C: 1.069 3.340 2.470
C: -0.254 2.980 2.496
H: -2.449 7.930 -1.405
H: -4.124 7.009 0.156
H: -3.758 4.822 1.221
H: 0.030 4.489 -0.848
H: -0.381 6.676 -1.908
H: -4.582 1.888 1.090
H: -6.046 1.516 3.040
H: -5.204 1.777 5.339
H: -2.855 2.396 5.740
H: -0.771 2.970 5.892
H: 1.606 3.615 5.831
H: 2.772 3.864 3.679
H: 1.606 3.484 1.540
O: -1.974 2.158 -1.589
C: -0.978 1.520 -0.351

Cartesian forces, eV/Å:
Tc 0.3 -0.3 0.0
C 0.0 0.0 0.1
C 0.1 0.0 -0.1
C 0.0 0.0 -0.1
C 0.0 0.0 0.1
C 0.0 0.0 0.0
Br -0.1 0.2 0.0
N -0.1 0.0 0.0
C 0.1 0.0 -0.2
H 0.0 0.0 0.0
H 0.0 0.0 0.0
H 0.0 0.0 0.0
H 0.0 0.0 0.0
H 0.0 0.0 0.0
H 0.0 0.0 0.0
C -0.1 0.1 0.1
As -0.4 0.2 0.0
C 0.0 0.0 -0.1
C 0.1 -0.1 0.2
C -0.1 0.0 -0.1
C 0.0 0.0 0.0
C 0.0 0.2 0.0
As -0.1 0.1 -0.2
C 0.0 0.0 0.0
C -0.1 0.0 0.1
C 0.1 0.0 0.0
As 0.0 -0.1 0.0
C 0.0 0.0 0.0
C 0.0 0.0 0.0
H 0.0 0.0 0.0
H 0.0 0.0 0.0
H 0.0 0.0 0.0
H 0.0 0.0 0.0
H 0.0 0.0 0.0
H 0.0 0.0 0.0
H 0.0 0.0 0.1
H 0.0 0.0 0.0
H 0.0 0.0 0.0
H 0.0 0.0 0.0
H 0.0 0.0 0.0
H 0.0 0.1 0.0
H 0.1 0.0 0.0
H 0.0 -0.1 -0.1
H 0.0 -0.1 0.1
H 0.0 -0.1 -0.1
H 0.0 0.0 0.0
H 0.0 0.0 0.0
H 0.0 0.0 0.0
H 0.0 0.0 0.0
H 0.1 0.0 0.0
H 0.0 0.0 0.0
H 0.0 0.0 0.0
H 0.0 0.0 0.0
H 0.0 0.0 0.0
H 0.0 0.0 0.0
H 0.0 0.0 0.0
C 0.0 0.0 0.0
C 0.0 0.0 0.0
C 0.0 -0.1 0.0
C 0.0 0.0 0.0
C -0.1 -0.1 0.1
C 0.0 0.1 0.0
As 0.1 0.1 -0.2
C -0.2 -0.1 -0.2
C 0.4 0.1 -0.2
C -0.1 0.0 0.0
C 0.2 0.1 0.2
C -0.2 -0.1 0.1
C 0.5 0.1 -0.1
C -0.5 -0.2 -0.1
C 0.2 0.1 0.2
C -0.2 0.0 0.1
C 0.1 0.0 0.1
C -0.3 -0.1 -0.2
C 0.3 0.1 -0.1
H 0.0 0.0 0.0
H 0.0 0.0 0.0
H 0.0 0.0 0.0
H 0.0 0.0 0.0
H 0.0 0.0 0.0
H 0.0 0.0 0.0
H 0.0 0.0 0.0
H 0.0 0.0 0.0
H 0.0 0.0 0.0
H 0.0 0.0 0.0
H 0.0 0.0 0.0
H 0.0 0.0 0.0
H 0.0 0.0 0.0
O -0.3 0.4 0.0
C 0.2 -0.3 0.7